# 1
C6H22O5 | the ωB97M-V functional and the def2-TZVPD basis

SMILES string: CCCCCCO.O.O.O.O

```
! RIJCOSX wB97M-V def2-TZVPD def2/J DEFGRID3
* xyz 0 1
O -4.019 -2.680 -0.024
O -3.402 -0.156 1.280
O 1.847 -0.972 2.758
O -1.265 3.129 0.923
O -1.042 -1.686 0.839
C -0.590 -0.762 -0.147
C 2.063 1.713 0.242
C 1.521 -0.793 -1.638
C 1.239 1.760 -1.033
C 0.132 -1.335 -1.363
C 1.536 0.682 -2.087
H 2.710 2.595 0.350
H 0.168 -2.429 -1.329
H 1.314 2.726 -1.531
H -0.299 -2.298 0.964
H 2.147 -0.915 -0.747
H -1.424 3.114 1.872
H -4.013 -1.719 -0.037
H 1.432 1.828 1.114
H -1.499 -0.272 -0.467
H -0.460 -1.135 -2.251
H -3.847 -0.373 2.108
H 2.407 0.985 -2.665
H -1.558 2.268 0.601
H -2.485 -0.179 1.586
H 2.831 0.929 0.193
H 0.724 0.703 -2.813
H 0.054 -0.047 0.370
H 2.537 -0.406 2.395
H 2.063 -1.339 -2.404
H 0.180 1.710 -0.830
H 2.239 -1.539 3.428
H -3.241 -3.104 0.343
*
```



# 2
C6H22O7 | the ωB97M-V functional and the def2-TZVPD basis

SMILES string: CC(C)CCC(=O)O.O.O.O.O.O

```
! RIJCOSX wB97M-V def2-TZVPD def2/J DEFGRID3
* xyz 0 1
O -0.840 2.657 -1.288
O 1.293 4.357 -0.577
O 0.256 -3.633 -2.076
O -1.444 -3.155 0.016
O -2.219 1.418 -0.115
O -2.753 -0.987 1.148
O 1.355 -4.382 0.409
C -0.256 0.328 -0.997
C -1.198 1.469 -0.753
C 2.581 1.506 1.405
C 1.149 0.613 -0.433
C 1.161 1.076 1.035
C 0.662 -0.012 1.973
H 2.280 -4.128 0.459
H 1.653 1.374 -1.037
H 0.610 0.364 2.995
H 1.267 5.307 -0.721
H 1.740 -0.303 -0.494
H -0.343 -0.353 1.717
H 2.623 1.775 2.465
H -2.619 -0.107 0.742
H -1.929 -2.403 0.407
H 1.100 -4.250 -0.524
H -0.514 -3.461 -1.495
H -0.173 0.150 -2.074
H 0.418 4.065 -0.294
H 0.528 1.961 1.132
H -0.680 -0.579 -0.576
H 2.908 2.371 0.827
H -0.759 -3.417 0.646
H -0.005 2.593 -1.775
H -3.701 -1.132 1.219
H 1.316 -0.883 1.964
H 3.285 0.680 1.273
H 0.432 -2.805 -2.531
*
```



# 3
C6H22O8 | the ωB97M-V functional and the def2-TZVPD basis

SMILES string: OCCO.OCCO.OCCO.O.O

```
! RIJCOSX wB97M-V def2-TZVPD def2/J DEFGRID3
* xyz 0 1
O -21.005 21.454 7.196
O -24.700 21.521 11.052
O -21.188 18.420 7.896
O -26.683 21.143 13.421
O -22.814 17.209 13.633
O -23.512 20.294 6.327
O -22.844 19.991 9.535
O -21.478 18.737 11.658
C -22.915 16.946 12.242
C -25.263 21.202 13.416
C -22.748 21.233 5.567
C -21.275 21.118 5.847
C -24.671 20.618 12.165
C -21.672 17.326 11.500
H -21.725 19.000 8.458
H -21.765 17.663 7.762
H -24.920 22.235 13.550
H -20.796 16.779 11.856
H -23.023 15.866 12.142
H -23.442 20.573 7.245
H -23.080 22.252 5.806
H -22.448 18.093 13.742
H -20.900 20.118 5.610
H -20.732 21.825 5.208
H -25.586 21.886 10.970
H -22.498 19.663 10.378
H -22.981 21.062 4.516
H -23.559 20.597 9.771
H -23.630 20.370 12.367
H -21.788 17.063 10.439
H -24.889 20.657 14.286
H -25.233 19.715 11.907
H -20.586 18.952 11.365
H -27.047 22.004 13.205
H -21.091 20.647 7.711
H -23.775 17.472 11.817
*
```



# 4
C6H23AsB2F6NNa | the ωB97M-V functional and the def2-TZVPD basis

```
! RIJCOSX wB97M-V def2-TZVPD def2/J DEFGRID3
* xyz -2 1
As -3.541 -1.290 -1.192
Na -0.589 0.612 -0.704
F -2.506 -0.507 0.008
F -4.487 -2.086 -2.423
F -3.065 -2.818 -0.507
F -4.006 0.245 -1.765
F -4.917 -1.320 -0.133
F -2.179 -1.335 -2.251
N 1.077 -0.181 1.047
C -0.496 -1.466 2.512
C 2.124 0.832 0.969
C 1.451 -1.381 0.278
C 1.676 2.195 1.479
C 2.611 -2.223 0.825
C 0.702 -0.523 2.412
B -1.702 2.970 -1.478
B 0.798 0.667 -3.057
H -0.366 0.907 -2.928
H 1.087 0.515 -4.226
H 1.690 -1.070 -0.741
H -1.356 -1.056 1.983
H -2.550 3.846 -1.438
H 1.365 2.135 2.526
H 2.506 2.903 1.466
H -2.055 2.161 -2.288
H 1.025 -0.361 -2.422
H 2.313 -2.797 1.707
H 3.070 0.525 1.449
H -0.754 -1.613 3.562
H 3.442 -1.576 1.109
H 0.386 0.377 2.942
H -0.304 -2.444 2.068
H -0.638 3.471 -1.784
H 0.555 -1.993 0.161
H -1.572 2.460 -0.395
H 1.488 1.570 -2.612
H 2.386 0.936 -0.089
H 0.836 2.577 0.898
H 2.937 -2.922 0.057
H 1.553 -0.941 2.978
*
```



# 5
C6H23NO4 | the ωB97M-V functional and the def2-TZVPD basis

SMILES string: CCCCCNC.O.O.O.O

```
! RIJCOSX wB97M-V def2-TZVPD def2/J DEFGRID3
* xyz 0 1
O 0.425 0.580 -3.926
O -1.470 -1.064 -3.287
O 1.059 -2.361 -0.240
O 1.359 -1.858 -2.893
N 1.228 1.386 0.285
C -2.897 0.176 1.123
C -0.555 -0.584 1.948
C -0.004 1.697 0.942
C -0.150 0.870 2.143
C 2.550 2.152 0.617
C -1.977 -1.055 1.622
H -0.863 1.305 2.867
H 2.635 3.330 0.475
H -0.421 -1.094 -3.223
H 2.219 -2.306 -3.108
H 0.826 -3.274 0.125
H -2.687 0.664 0.252
H -0.373 -1.116 2.903
H 1.423 0.666 -3.904
H -2.011 -1.770 0.734
H -0.088 2.762 1.197
H 2.620 2.152 1.705
H -2.829 0.802 2.014
H 1.462 -1.972 -1.892
H -3.964 -0.010 1.081
H 0.279 0.821 -3.012
H 1.728 -1.914 0.362
H 3.416 1.714 0.178
H -2.307 -1.459 2.562
H -1.784 -1.947 -3.026
H 0.786 0.855 2.744
H 1.214 1.126 -0.627
H -0.905 1.716 0.178
H 0.059 -0.993 1.079
*
```



# 6
C6H24AlN12O10P | the ωB97M-V functional and the def2-TZVPD basis

```
! RIJCOSX wB97M-V def2-TZVPD def2/J DEFGRID3
* xyz 0 1
P -3.883 -0.381 0.978
Al -0.970 -0.887 0.244
O 0.185 1.761 0.912
O 1.726 -0.669 1.114
O -3.479 -0.775 -0.495
O 1.150 -2.425 -0.826
O -5.362 -0.156 1.033
O -1.307 -1.255 -2.721
O 0.591 0.645 -1.644
O -2.953 0.863 1.115
O -3.190 -1.461 1.837
O -0.407 -0.601 3.031
N 0.798 3.202 2.565
N -0.284 -0.586 5.266
N -2.189 -1.360 4.249
N 0.991 -2.788 -3.066
N -2.159 -0.416 -4.630
N 2.888 1.200 0.538
N 3.974 -0.566 1.520
N -1.370 2.441 2.392
N 0.885 2.871 -1.801
N 3.046 -2.739 -2.039
N 2.021 1.401 -3.210
N -3.587 -1.315 -3.080
C 1.088 1.596 -2.227
C -0.136 2.435 1.912
C -0.995 -0.782 4.109
C 1.671 -2.639 -1.909
C 2.777 -0.065 1.063
C -2.298 -1.091 -3.441
H 1.729 3.278 2.210
H 0.349 3.042 -0.967
H 2.049 1.619 0.166
H -2.690 -1.478 3.351
H 2.305 0.447 -3.328
H 0.608 -0.133 5.224
H -1.215 -0.479 -4.972
H 1.374 -2.601 -3.978
H 3.765 1.670 0.652
H -2.131 1.915 1.936
H 0.031 -2.444 -3.056
H -3.755 -1.292 -2.072
H 3.648 -2.999 -1.280
H -2.913 -0.173 -5.243
H -0.638 -0.873 6.158
H 4.772 -0.011 1.274
H 3.307 -3.113 -2.938
H 4.124 -1.508 1.821
H 2.548 2.201 -3.507
H -2.603 -1.694 5.096
H 0.530 3.672 3.409
H 1.481 3.573 -2.199
H -1.595 3.003 3.194
H -4.305 -1.082 -3.737
*
```



The records above give, respectively, relative energy (zero: lowest compared OMol25 entry of this formula, charge and spin) values of 95.8, 0.0, 19.2, 22.9, 356.2, 0.0 kJ/mol.
The records above give, respectively, highest occupied orbital energy values of -10.43, -11.02, -9.56, -1.96, -8.79, -7.25 eV.
The records above give, respectively, molecular weight values of 174.24, 206.23, 222.23, 342.78, 173.25, 482.29 g/mol.